Record 1
The following is a quantum chemistry calculation of the ion C3H8NO3 with charge +1, from the OMol25 dataset.

Last columns: bonded neighbours and bond lengths (Å).
Atoms and positions in Å:
1 C -1.145 -0.586 -0.518  O2 1.436, H7 1.092, C12 1.542, H15 1.082
2 O -0.512 -0.790 -1.791  C1 1.436, H9 0.964
3 C 0.254 -0.412 1.523  O10 1.182, O11 1.348, C12 1.551
4 N 0.732 1.098 -0.480  H5 1.032, H8 1.032, C12 1.489, H13 1.010
5 H 1.667 0.853 -0.122  N4 1.032
6 H -1.100 1.155 0.529  C12 1.115
7 H -1.171 -1.598 -0.108  C1 1.092
8 H 0.709 0.821 -1.474  N4 1.032
9 H -1.177 -0.798 -2.489  O2 0.964
10 O -0.266 -1.377 1.963  C3 1.182
11 O 1.552 -0.077 1.661  C3 1.348, H14 0.964
12 C -0.307 0.398 0.324  C1 1.542, C3 1.551, N4 1.489, H6 1.115
13 H 0.599 2.082 -0.292  N4 1.010
14 H 2.287 -0.593 2.011  O11 0.964
15 H -2.122 -0.177 -0.739  C1 1.082

## Properties
SMILES   [NH3+][C@@H](CO)C(=O)O
Orbital gap   11.583 eV
Charge   +1
Molecular weight   106.1 u
Energy relative to the best compared isomer or geometry (same formula, charge and spin)   23.7 kcal/mol
F_max   2.40 eV/Å

***

Record 2
The following is a quantum chemistry calculation of a cluster of 2 separate species, C6H13NO in total, from the OMol25 dataset.

Last columns: bonded neighbours and bond lengths (Å).
Atoms and positions in Å:
1 H -1.346 2.443 -0.852  C10 1.092
2 N 0.010 0.769 -0.947  H7 1.006, C10 1.427, C17 1.397
3 H -0.164 2.418 -2.218  C10 1.085
4 H 2.555 2.954 0.762  O5 0.968
5 O 2.790 2.831 -0.168  H4 0.968, H16 0.957
6 H -0.070 -3.745 2.315  C11 1.087
7 H 0.891 1.108 -0.598  N2 1.006
8 H 1.263 -2.978 1.434  C11 1.084
9 C -0.247 -0.541 0.997  H13 1.084, C17 1.341, C19 1.484
10 C -0.754 1.823 -1.529  H1 1.092, N2 1.427, H3 1.085, H20 1.095
11 C 0.234 -2.866 1.752  H6 1.087, H8 1.084, C19 1.326
12 C -1.599 -1.108 -1.014  H14 1.085, H15 1.097, C17 1.487, H18 1.105
13 H 0.567 -0.035 1.503  C9 1.084
14 H -2.625 -0.866 -0.760  C12 1.085
15 H -1.343 -2.166 -1.149  C12 1.097
16 H 3.621 3.288 -0.297  O5 0.957
17 C -0.595 -0.297 -0.275  N2 1.397, C9 1.341, C12 1.487
18 H -1.522 -1.005 -2.111  C12 1.105
19 C -0.572 -1.814 1.686  C9 1.484, C11 1.326, H21 1.082
20 H -1.542 1.394 -2.156  C10 1.095
21 H -1.493 -1.931 2.241  C19 1.082

## Properties
SMILES   C=C/C=C(\C)NC.O
Orbital gap   8.480 eV
Molecular weight   115.2 u
Energy relative to the best compared isomer or geometry (same formula, charge and spin)   64.8 kcal/mol
F_max   2.26 eV/Å